42
Properties=species:S:1:pos:R:3 method="wB97M-V/def2-TZVPD" charge=0 e_above_lowest_kcal_mol=244.3 e_tot_ev=-25026.02301 lumo_energy_ev=0.35 orbital_gap_ev=9.227 molar_mass_g_mol=278.352
C -0.955 2.109 0.369
C -0.155 1.258 -0.496
C -2.449 2.115 -0.034
C -2.926 0.728 0.102
C -2.946 -0.144 1.309
C -3.081 -0.069 -1.172
C -3.491 -1.522 1.285
C -3.281 -1.354 -1.158
C -3.691 -2.045 0.044
C 0.997 -0.714 -0.899
C 0.051 -1.988 -0.752
C 2.592 -0.660 -0.804
C 3.118 0.841 -1.142
C 2.860 -0.641 0.805
C 4.367 -1.194 1.242
H -0.748 4.025 -0.366
H 0.392 3.774 0.838
H -0.997 1.532 1.370
H -3.274 2.734 0.396
H -2.426 2.457 -1.217
H -2.955 0.526 2.179
H -2.587 0.316 -2.038
H -3.586 -2.156 2.077
H -3.121 -1.959 -2.043
H -4.028 -3.098 -0.117
H -0.098 -0.036 0.782
H 0.760 -0.360 -1.818
H 3.238 -1.465 -1.482
H 3.075 1.157 -2.269
H 4.307 1.331 -0.343
H 2.401 1.550 -0.648
H 2.289 -1.505 1.153
H 2.459 0.337 1.483
H 4.144 -1.617 2.245
H 5.509 -0.447 1.258
H 4.859 -2.314 0.771
H 0.052 -1.772 1.158
N -0.523 3.418 0.504
N 0.482 0.181 0.059
O 0.150 1.719 -1.618
O -0.453 -2.830 -1.504
O -0.333 -2.217 0.492